Entry 1:
Here is 3 unconnected molecules or ions with the total composition C18H27ClIN2O8S from the OMol25 dataset. Energies are from ωB97M-V/def2-TZVPD.

Element x y z (Å)
O 3.69568 -3.35463 1.23415
C 3.13958 -2.34437 1.66470
O 3.22704 -1.72053 2.73965
C 2.04981 -1.71667 0.65904
I 2.49312 0.41980 0.67826
C 2.17395 -2.24108 -0.77541
C 0.96739 -2.10613 -1.70694
C 0.83276 -0.75601 -2.39575
S -0.65685 -0.63031 -3.42686
N 0.67899 -2.01605 1.16956
Cl 0.61214 -3.25628 2.37490
C -0.18288 -0.93691 1.50966
C -0.32127 -0.47686 2.81765
C -1.14597 0.60466 3.02181
C -1.79008 1.19189 1.94343
C -1.58325 0.65762 0.68458
N -0.80572 -0.39909 0.46939
H 2.43738 -3.29359 -0.66498
H 3.03799 -1.75701 -1.24018
H 0.04803 -2.31829 -1.16123
H 1.05587 -2.86826 -2.49032
H 1.66037 -0.60422 -3.09312
H 0.81909 0.06217 -1.68156
H -1.42704 -1.44267 -2.69785
H 0.23057 -0.94481 3.62208
H -1.26693 1.00212 4.02301
H -2.43852 2.05213 2.06557
H -2.06109 1.09100 -0.18835
C -2.78168 2.82493 -9.73118
C -1.92213 1.64080 -9.34567
O -1.95802 1.38388 -7.93507
C -3.04598 0.74972 -7.49674
O -3.96376 0.36946 -8.18095
O -2.95414 0.63000 -6.17905
C -4.06867 -0.00317 -5.54765
H -2.48659 3.70767 -9.16297
H -2.65882 3.03924 -10.79331
H -3.83369 2.62045 -9.53952
H -0.87222 1.83958 -9.55162
H -2.21839 0.73973 -9.88216
H -4.26701 -0.97242 -5.99949
H -4.95508 0.62507 -5.62342
H -3.77742 -0.12107 -4.50848
C 1.44951 0.44686 9.62331
C 0.94956 1.43500 8.59078
O 1.92809 1.70996 7.58418
C 2.05192 0.75607 6.63860
O 1.41121 -0.26411 6.61589
O 3.05300 1.08920 5.85243
C 3.40760 0.11194 4.83889
H 2.38018 0.80251 10.06763
H 0.70867 0.33015 10.41556
H 1.62782 -0.52652 9.16994
H 0.75402 2.40452 9.04756
H 0.03337 1.08125 8.11783
H 2.54952 -0.19023 4.25060
H 3.84731 -0.76384 5.30772
H 4.13163 0.60570 4.20149

Calculated values
Total charge: -1
Energy above the lowest of the compared OMol25 structures with the same formula, charge and spin (kcal/mol): 0.0
E (eV): -69924.082
HOMO level (eV): -5.2
Orbital gap (eV): 7.47

***

Entry 2:
Here is a single C4H8O molecule from the OMol25 dataset. Energies are from ωB97M-V/def2-TZVPD.

Element x y z (Å)
C -0.74477 -1.39921 1.16250
O -1.45746 -0.41443 0.67778
C -1.19341 0.38184 -0.30991
C 1.26345 0.74899 -0.03978
C 0.12352 0.33801 -0.99273
H 0.13756 -1.74074 0.63765
H -1.23197 -1.95024 1.95167
H 1.16012 0.24758 0.92884
H -1.95055 1.13999 -0.45718
H 1.23806 1.82747 0.13874
H 2.24397 0.48632 -0.44871
H 0.09361 1.00808 -1.85839
H 0.31786 -0.67366 -1.39048

Calculated values
Total charge: 0
Energy above the lowest of the compared OMol25 structures with the same formula, charge and spin (kcal/mol): 79.0
E (eV): -6321.741
HOMO level (alpha / beta) (eV): -7.2 / -7.0
Orbital gap (alpha / beta) (eV): 8.17 / 7.96

***

Entry 3:
Here is 2 unconnected molecules or ions with the total composition C2H3NO2 in a non-equilibrium geometry from the OMol25 dataset. Energies are from ωB97M-V/def2-TZVPD.

Element x y z (Å)
C 1.84445 0.28278 0.12531
C -2.48553 -0.21082 -0.51426
N -3.15861 0.72237 -0.46451
O 0.77065 0.03528 0.74146
O -0.00360 -0.92065 0.54511
H 2.32535 1.17313 0.52225
H 2.35967 -0.22844 -0.57187
H -1.65238 -0.85365 -0.38349

Calculated values
Total charge: 0
Energy above the lowest of the compared OMol25 structures with the same formula, charge and spin (kcal/mol): 151.8
E (eV): -7701.259
HOMO level (eV): -10.4
Orbital gap (eV): 9.53

***

Entry 4:
Here is a molecular structure, C26H23BN7O5Tl from the OMol25 dataset. Energies are from ωB97M-V/def2-TZVPD.

Element x y z (Å)
Tl -0.02416 0.21117 0.46541
O -4.12599 2.58615 -0.44570
C -2.97012 1.87019 -0.58646
O -2.77873 0.88265 0.10402
C -2.38668 2.01958 -1.97940
O -0.98398 1.94105 -1.98416
C -0.34394 3.16684 -1.67078
C -0.82851 3.88147 -0.40222
O -0.25377 4.93903 -0.12140
O -1.76960 3.31923 0.23028
H -4.41928 2.37689 0.45187
H -2.73842 2.94555 -2.44747
H -2.74602 1.16003 -2.55335
H -0.42488 3.86493 -2.51565
H 0.71331 2.93443 -1.53165
B 1.60242 -2.69996 3.56137
N 2.18688 -1.28976 3.25273
C 3.44335 -1.02297 2.86529
C 3.62112 0.34772 2.86186
C 2.37529 0.83727 3.28306
N 1.52005 -0.15160 3.52225
N 0.07397 -2.69754 3.28903
C -0.86442 -3.38764 3.95390
C -2.06125 -3.27333 3.26889
C -1.73090 -2.47338 2.16418
N -0.44649 -2.13929 2.18715
H 1.76808 -3.00263 4.73286
H 2.16484 -3.49912 2.83282
H 4.10497 -1.83047 2.59696
H 4.49901 0.90033 2.57146
H 2.04609 1.85944 3.39473
H -0.60486 -3.89908 4.86636
H -3.01995 -3.68561 3.53559
H -2.36878 -2.10381 1.37538
N 2.71235 -4.45348 -9.22938
C 2.44464 -3.97258 -8.21907
C 2.10760 -3.37090 -6.95265
C 1.94788 -1.99048 -6.86157
C 1.62546 -1.42225 -5.64117
C 1.45583 -2.21936 -4.51202
C 1.61495 -3.59808 -4.61586
C 1.94285 -4.17780 -5.82972
C 1.09995 -1.59010 -3.20111
C 2.14542 -0.91342 -2.57527
C 3.49049 -0.78761 -3.04973
C 4.15765 -0.01814 -2.13106
C 3.19502 0.29579 -1.12430
N 2.01625 -0.22759 -1.37802
C -0.22913 -1.75638 -2.81258
C -1.25943 -2.36772 -3.59496
C -2.42240 -2.24218 -2.87728
C -2.05951 -1.55950 -1.67909
N -0.77592 -1.27209 -1.63428
H 2.07482 -1.37220 -7.74018
H 1.49871 -0.35210 -5.54588
H 1.47668 -4.20642 -3.73195
H 2.07033 -5.24904 -5.91114
H 3.89818 -1.22454 -3.94912
H 5.19360 0.28449 -2.15155
H 3.35320 0.87140 -0.22042
H -1.14162 -2.82166 -4.56754
H -3.41000 -2.57775 -3.15505
H -2.71350 -1.24904 -0.87528

Calculated values
Total charge: -2
Energy above the lowest of the compared OMol25 structures with the same formula, charge and spin (kcal/mol): 0.0
E (eV): -53375.755
HOMO level (eV): -2.5
Orbital gap (eV): 6.51